C29H46LuP2Te as an isolated structure in a non-equilibrium geometry, computed with wB97M-V/def2-TZVPD.

Atoms and positions in Å:
Lu (1.21379, -0.58407, 0.66702)
C (-1.01575, -0.90235, 2.05157)
C (-0.79111, -2.07844, 1.26780)
C (0.99284, -1.83418, 2.72183)
C (0.09990, -0.73282, 2.92462)
C (0.47230, -2.63400, 1.65169)
C (-2.31466, -0.17533, 2.16519)
H (-2.69900, 0.16307, 1.19045)
H (-2.21503, 0.71685, 2.79480)
H (-3.10478, -0.80410, 2.61372)
C (0.18676, 0.30835, 3.98549)
H (-0.81314, 0.65974, 4.27671)
H (0.77490, 1.17859, 3.65915)
H (0.67272, -0.09317, 4.88345)
C (2.21255, -2.15452, 3.51236)
H (2.14302, -1.71631, 4.51770)
H (3.13461, -1.76715, 3.04092)
H (2.31476, -3.24629, 3.60734)
C (1.11057, -3.85399, 1.08770)
H (1.59857, -4.42655, 1.88982)
H (1.88877, -3.62229, 0.33669)
H (0.35721, -4.49091, 0.60454)
C (-1.79822, -2.78962, 0.43414)
H (-1.88067, -3.84708, 0.74114)
H (-1.50583, -2.79730, -0.62919)
H (-2.79589, -2.33243, 0.52180)
C (-2.70932, 2.37326, -0.88729)
C (-3.61941, 1.40017, -0.71466)
C (-3.72694, 0.16315, -1.56469)
C (-3.24503, 0.36553, -3.03220)
C (-1.77214, 0.02658, -3.30369)
C (-0.97055, -0.30061, -2.00549)
C (-0.73300, 0.75381, -0.88025)
C (-1.24209, 2.17144, -1.14048)
H (-4.76493, -0.22063, -1.62363)
H (-3.50876, 1.36494, -3.39778)
H (-3.17694, -0.64800, -1.06461)
H (-0.99051, 2.47658, -2.16667)
H (-2.98502, 3.43811, -0.86474)
H (-4.44726, 1.48319, 0.01998)
H (-0.64480, 2.86317, -0.50814)
H (-1.19170, 0.35963, 0.03980)
H (-1.40186, -1.23041, -1.60024)
H (0.37107, 0.92075, -0.65426)
H (-3.83904, -0.32390, -3.65360)
H (-1.79408, -0.91188, -3.88866)
P (-0.51098, 0.97884, -4.20589)
C (-0.61071, 2.76205, -4.37306)
C (-0.88931, 0.46394, -5.91678)
P (0.90644, -0.82731, -2.27502)
C (1.10735, 0.42400, -3.62196)
C (0.75115, -2.37081, -3.20822)
C (2.49738, -0.99241, -1.43807)
H (0.30103, 3.22067, -3.96932)
H (-1.51079, 3.17508, -3.90280)
H (-0.66301, 2.97955, -5.45014)
H (-0.50940, 1.24542, -6.59433)
H (-1.98821, 0.41084, -6.02025)
H (-0.44255, -0.51213, -6.16249)
H (3.24798, -0.84597, -2.22698)
H (2.63819, -1.99165, -0.98779)
H (2.79328, -0.16485, -0.72018)
H (1.70209, 1.27417, -3.24344)
H (1.63901, -0.01265, -4.48569)
H (1.31218, -3.15500, -2.67833)
H (1.19227, -2.23247, -4.20880)
H (-0.29606, -2.68953, -3.30971)
Te (3.67942, 0.66952, 1.62401)
C (3.26611, 1.60014, 3.49204)
C (3.58451, 0.97215, 4.70490)
C (3.19027, 1.56074, 5.90664)
C (2.55842, 2.81654, 5.90345)
C (2.33225, 3.48941, 4.69133)
C (2.69581, 2.89315, 3.47391)
H (4.12368, 0.01504, 4.67897)
H (3.37509, 1.04728, 6.85156)
H (2.25618, 3.27190, 6.84036)
H (1.87554, 4.47603, 4.68892)
H (2.54850, 3.37974, 2.51606)

For the energy above the lowest of the compared OMol25 structures with the same formula, charge and spin, the calculation gives 0.0 kcal/mol. As for the HOMO energy (alpha / beta): -0.28386 / -0.28389 hartree. Its orbital gap (alpha / beta) is 0.19684 / 0.19686 Ha. As for the charge: +1. Its spin multiplicity is 1.

---

A 3-piece molecular cluster, C4H13NO2 overall in a non-equilibrium geometry, computed with wB97M-V/def2-TZVPD.

Atoms and positions in Å:
C (0.51076, -1.81921, 1.43526)
C (0.59425, -0.37223, 1.13161)
C (-0.13177, 0.24100, 0.15833)
C (-0.08020, 1.75452, 0.07250)
N (-0.70883, -0.36490, -0.96922)
H (0.05301, -2.38195, 0.61888)
H (-0.14736, -2.01489, 2.30078)
H (1.41018, -2.29730, 1.83224)
H (0.73175, 0.24936, 2.01459)
H (-1.09622, 2.08328, 0.37122)
H (0.52894, 2.13898, 0.88519)
H (0.00578, 2.27412, -0.87849)
H (-0.47147, -1.35407, -1.03365)
H (-0.23741, 0.03307, -1.78727)
O (3.16381, -0.24771, -1.06962)
H (2.23732, -0.43306, -0.85527)
H (3.31932, 0.33075, -0.31535)
O (-3.23441, 1.10881, -1.38392)
H (-2.54635, 0.61237, -0.92955)
H (-3.90110, 0.45907, -1.59825)

For the energy above the lowest of the compared OMol25 structures with the same formula, charge and spin, the calculation gives 26.0 kcal/mol. As for the HOMO energy: -0.32479 hartree. Its orbital gap is 0.34741 Ha. As for the charge: 0. As for the SMILES: C/C=C(/C)N.O.O. Its spin multiplicity is 1.

---

C22H46BN3O8S as an isolated structure in a non-equilibrium geometry, computed with wB97M-V/def2-TZVPD.

Atoms and positions in Å:
N (3.71046, 4.16902, -3.64866)
C (2.68723, 3.39054, -2.96509)
C (3.17743, 2.13413, -2.26250)
O (3.00222, 0.94976, -3.12288)
S (3.45464, -0.26157, -2.20381)
O (2.85363, -1.42313, -2.74193)
O (4.85665, -0.27414, -1.95952)
O (2.76616, 0.27788, -0.88086)
C (2.39692, 1.68094, -1.04687)
C (2.55990, 2.45390, 0.24762)
B (4.04917, 2.88257, 0.55024)
O (4.62562, 3.88653, -0.19995)
O (4.71582, 2.27540, 1.58240)
H (4.05127, 3.65208, -4.45003)
H (4.50645, 4.28366, -3.03258)
H (1.95257, 3.05818, -3.69588)
H (2.21082, 4.02657, -2.22133)
H (4.25117, 2.16681, -2.07536)
H (1.33548, 1.65168, -1.30905)
H (2.18450, 1.85562, 1.07489)
H (1.94167, 3.34889, 0.14952)
H (5.57830, 3.81569, -0.27475)
H (5.65566, 2.14830, 1.44974)
C (1.09816, -3.52868, 4.13436)
C (0.37807, -2.47509, 3.27549)
C (-1.07290, -2.89169, 3.03900)
C (-1.19873, -4.10336, 2.11671)
C (-0.47628, -3.86069, 0.79170)
C (0.96584, -3.36100, 0.93337)
N (1.06044, -2.27102, 1.95844)
O (0.81275, -1.11523, 1.45866)
C (1.90992, -4.52237, 1.28501)
C (1.42918, -2.80150, -0.40280)
C (0.43434, -1.17244, 4.06313)
H (0.75975, -3.43892, 5.16648)
H (0.89773, -4.55317, 3.83592)
H (2.17675, -3.36971, 4.12002)
H (-1.61979, -2.04889, 2.60098)
H (-1.53928, -3.09837, 4.00486)
H (-0.81140, -5.00040, 2.60631)
H (-2.25422, -4.29976, 1.91853)
H (-0.46440, -4.77505, 0.19511)
H (-1.04809, -3.12360, 0.21937)
H (2.90900, -4.14653, 1.50844)
H (1.98941, -5.19221, 0.42925)
H (1.57554, -5.12688, 2.12358)
H (0.74679, -2.05103, -0.79475)
H (1.48860, -3.60476, -1.13644)
H (2.41456, -2.35112, -0.31132)
H (1.46724, -0.86413, 4.22954)
H (-0.03878, -1.32645, 5.03292)
H (-0.08709, -0.36289, 3.55799)
C (-1.60874, -0.04313, -0.63715)
C (-2.28945, 1.19810, -0.04353)
C (-3.56683, 0.80157, 0.69376)
C (-4.67828, 0.34712, -0.25061)
C (-4.96298, 1.40665, -1.31712)
C (-3.71909, 1.91001, -2.05767)
N (-2.61771, 2.21397, -1.09137)
O (-2.73483, 3.39296, -0.59061)
C (-3.26364, 0.88399, -3.10905)
C (-4.06562, 3.18313, -2.81959)
C (-1.28314, 1.79838, 0.93030)
H (-1.12943, -0.60382, 0.16496)
H (-2.28603, -0.73412, -1.13349)
H (-0.82854, 0.24095, -1.34575)
H (-3.92217, 1.65756, 1.27622)
H (-3.32718, 0.01238, 1.41081)
H (-4.41912, -0.60573, -0.71976)
H (-5.58853, 0.16358, 0.32322)
H (-5.66600, 1.01389, -2.05487)
H (-5.45535, 2.25843, -0.83790)
H (-2.30808, 1.18107, -3.54295)
H (-3.99730, 0.84104, -3.91388)
H (-3.16412, -0.12691, -2.72446)
H (-4.50991, 3.93690, -2.17464)
H (-4.78568, 2.93949, -3.60090)
H (-3.18030, 3.61400, -3.28794)
H (-0.36856, 2.09062, 0.41074)
H (-1.02114, 1.04547, 1.67390)
H (-1.67907, 2.67007, 1.44609)

As for the HOMO energy (alpha / beta): -0.30104 / -0.34013 hartree. Its orbital gap (alpha / beta) is 0.30603 / 0.34512 Ha. As for the charge: 0. Its spin multiplicity is 3.

---

A 6-piece molecular cluster, C11H34BrN8O5 overall in a non-equilibrium geometry, computed with wB97M-V/def2-TZVPD.

Atoms and positions in Å:
Br (1.56273, 0.31099, 2.04925)
C (5.53965, -5.18433, 0.44509)
O (6.13414, -6.02030, -0.09910)
N (5.87248, -3.99244, 0.72073)
N (4.28732, -5.31028, 0.74401)
H (5.12052, -3.45809, 1.13198)
H (6.81300, -3.63745, 0.62321)
H (3.78871, -4.44849, 0.91373)
H (3.72571, -6.08936, 0.43139)
C (-4.22210, 4.57315, 1.04391)
O (-5.24957, 5.19771, 0.95909)
N (-3.90555, 3.55748, 0.26596)
N (-3.42929, 4.66505, 1.99711)
H (-3.10093, 2.95361, 0.35559)
H (-4.50281, 3.44160, -0.54023)
H (-2.63770, 4.03784, 1.98770)
H (-3.71717, 5.22662, 2.78569)
C (6.88683, 3.55793, -2.33294)
O (7.89039, 4.11617, -2.61295)
N (6.29907, 2.59242, -3.05360)
N (6.15150, 3.71500, -1.29274)
H (5.32555, 2.44589, -2.82794)
H (6.60325, 2.41307, -3.99985)
H (5.55723, 2.94160, -1.03042)
H (6.30050, 4.43936, -0.60484)
C (-3.96484, 0.97352, 7.81845)
C (-5.21419, 0.23453, 7.43152)
C (-6.44811, 0.82702, 8.14679)
O (-6.61180, 0.24714, 9.43636)
C (-7.70281, 0.88916, 10.00880)
N (-5.18520, 0.25316, 6.00588)
H (-3.06795, 0.62804, 7.30429)
H (-3.74358, 0.83394, 8.87658)
H (-4.08308, 2.05197, 7.71330)
H (-5.20122, -0.80186, 7.76895)
H (-7.33428, 0.53573, 7.58293)
H (-6.51023, 1.91318, 8.07976)
H (-7.94285, 0.63661, 11.04161)
H (-8.62996, 0.77505, 9.44715)
H (-7.45736, 1.95116, 10.00777)
H (-4.23737, 0.11622, 5.68502)
H (-5.61646, 1.11833, 5.71330)
C (1.23096, -3.25882, -6.67260)
C (2.24879, -2.09539, -6.93718)
C (2.21427, -1.67684, -8.46742)
O (2.72988, -2.68352, -9.35904)
C (3.16650, -2.05730, -10.57254)
N (1.90532, -0.90888, -6.15958)
H (0.23055, -2.82738, -6.63901)
H (1.19352, -3.61863, -5.64437)
H (1.31226, -4.10407, -7.35602)
H (3.24080, -2.45842, -6.66846)
H (2.64412, -0.68552, -8.61106)
H (1.15607, -1.57521, -8.70818)
H (3.90398, -2.69695, -11.05740)
H (3.67895, -1.12318, -10.34252)
H (2.35185, -1.68075, -11.19112)
H (1.63395, -1.19053, -5.22837)
H (1.01605, -0.58626, -6.51344)

For the energy above the lowest of the compared OMol25 structures with the same formula, charge and spin, the calculation gives 119.4 kcal/mol. As for the HOMO energy: -0.15455 hartree. Its orbital gap is 0.23534 Ha. As for the charge: -1. Its spin multiplicity is 1.

---

Number 1: DFT total energy -3318.44473 a.u.. Number 2: DFT total energy -365.40101 a.u.. Number 3: DFT total energy -2055.07636 a.u.. Number 4: DFT total energy -3827.81485 a.u..